Formula: C2H4ClN
Source: the OMol25 dataset
Level of theory: ωB97M-V/def2-TZVPD

As for the spin multiplicity: 3. The expectation value of S² is 2.007.

Cartesian coordinates (Å):
C (-0.108, 1.219, -0.779)
C (0.117, -1.329, 0.315)
N (0.080, 0.116, 0.091)
Cl (0.086, -1.747, 1.981)
H (-0.430, 1.051, -1.785)
H (0.282, 2.155, -0.448)
H (-0.446, -1.960, -0.351)
H (0.419, 0.495, 0.975)

---

Formula: C2H4ClNO
Source: the OMol25 dataset
Level of theory: ωB97M-V/def2-TZVPD

Its SMILES is C=CCl.N=O.

Cartesian coordinates (Å):
C (0.678, 0.084, 0.550)
C (1.291, 0.102, -0.578)
Cl (2.379, -1.110, -1.191)
H (0.592, -0.609, 1.420)
H (-0.016, 0.918, 0.773)
H (1.155, 1.010, -1.128)
N (-2.209, 0.160, -0.054)
O (-2.071, -0.809, -0.688)
H (-1.798, 0.254, 0.895)

---

Formula: C2H4ClNO3
Source: the OMol25 dataset
Level of theory: ωB97M-V/def2-TZVPD

Cartesian coordinates (Å):
C (-1.955, -1.361, -0.004)
C (-0.023, -0.463, 0.074)
N (1.008, -1.063, 0.595)
O (-2.533, -0.788, 0.861)
O (-1.801, -2.191, -0.826)
O (-0.074, 0.875, -0.039)
Cl (0.189, -0.811, -2.168)
H (-0.610, -1.593, -1.739)
H (1.935, -0.524, 0.821)
H (1.084, -2.020, 0.886)
H (0.786, 1.419, 0.123)

---

Formula: C2H4ClNS
Source: the OMol25 dataset
Level of theory: ωB97M-V/def2-TZVPD

Its SMILES is CN(Cl)C=S.

Cartesian coordinates (Å):
C (-0.234, 1.057, 0.020)
N (-0.537, -0.355, 0.213)
Cl (-2.050, -1.016, -0.189)
C (0.577, -1.129, 0.160)
S (2.089, -0.698, -0.201)
H (0.394, 1.112, -0.934)
H (-1.146, 1.617, -0.051)
H (0.516, 1.567, 0.631)
H (0.392, -2.157, 0.353)

---

ΔE to the lowest compared entry with this formula, charge and spin readings, ordered: 0.0000, 4.4873, 2.8644, 1.9492 eV
DFT total energy readings, ordered: -593.39179, -668.63924, -819.20496, -991.66851 hartree